1.
Below is a cluster of 3 separate species, C21H41BCl2F2N2O4P in total, with properties calculated with the ωB97M-V functional and the def2-TZVPD basis.

Structure (XYZ):
```
74
Properties=species:S:1:pos:R:3
C 2.4255 -2.3888 -0.9068
C 1.9875 -1.1377 -1.5558
Cl 2.9066 -0.6886 -2.8956
C 0.9623 -0.3717 -1.1476
Cl 0.5232 1.1053 -1.8904
P -0.0311 -0.8588 0.2135
F 0.7730 -1.0946 1.4661
F -0.8895 0.3153 0.5263
B -1.2347 -2.3560 -0.2343
O -1.0414 -3.6092 0.1930
O -2.3029 -1.9932 -0.9734
H 1.7043 -2.7557 -0.1810
H 2.5926 -3.1721 -1.6329
H 3.3456 -2.1787 -0.3659
H -0.1561 -3.7664 0.5428
H -2.1826 -2.2889 -1.8865
C -8.9800 0.3547 -1.7307
C -7.7113 0.1925 -2.6021
C -7.2869 -1.2758 -2.6440
C -6.6613 -1.7687 -1.3387
C -5.5215 -0.8485 -0.9026
C -5.9245 0.6223 -0.8298
N -6.6016 1.0514 -2.0861
O -5.7208 1.2582 -3.0127
C -6.8306 0.8599 0.3936
C -4.6856 1.4776 -0.5844
C -8.1059 0.6435 -4.0040
H -9.8772 0.2236 -2.3330
H -9.0465 -0.3767 -0.9263
H -9.0346 1.3518 -1.2946
H -6.5625 -1.4183 -3.4528
H -8.1536 -1.8903 -2.8942
H -7.4149 -1.8403 -0.5506
H -6.2788 -2.7817 -1.4808
H -5.1436 -1.1677 0.0719
H -4.6915 -0.9601 -1.6071
H -7.2183 1.8788 0.3951
H -6.2593 0.7223 1.3118
H -7.6725 0.1755 0.4556
H -3.9144 1.3095 -1.3361
H -4.2593 1.2271 0.3876
H -4.9345 2.5393 -0.5815
H -8.3985 1.6943 -4.0092
H -8.9541 0.0529 -4.3466
H -7.3031 0.5075 -4.7264
C 5.4635 2.5867 2.4038
C 5.3728 1.0460 2.5136
C 6.1812 0.5567 3.7156
C 7.6919 0.6278 3.5007
C 8.0940 -0.0838 2.2102
C 7.3174 0.4005 0.9860
N 5.8453 0.3971 1.2516
O 5.3777 -0.8077 1.1626
C 7.7965 1.8073 0.5803
C 7.6333 -0.4966 -0.2060
C 3.8974 0.7297 2.7364
H 4.6784 3.0604 2.9914
H 6.4036 2.9876 2.7772
H 5.3330 2.9191 1.3739
H 5.9088 -0.4802 3.9381
H 5.9040 1.1442 4.5930
H 8.0301 1.6669 3.4844
H 8.1989 0.1604 4.3458
H 9.1616 0.0513 2.0302
H 7.9361 -1.1595 2.3381
H 7.1751 2.2137 -0.2188
H 8.8191 1.7560 0.2093
H 7.8075 2.5215 1.3994
H 7.4378 -1.5467 0.0046
H 8.6884 -0.4065 -0.4576
H 7.0505 -0.2061 -1.0821
H 3.2954 1.0569 1.8840
H 3.5448 1.2559 3.6216
H 3.7207 -0.3332 2.8997
```

Summary:
* ⟨S²⟩: 2.008
* LUMO energy (spin up / spin down): -4.393 / -4.393 eV
* largest force on an atom: 2.15 eV/Å
* spin multiplicity: 3
* net charge: +1

2.
Below is a cluster of 3 separate species, C21H41Br2F5N4O3PS2 in total, with properties calculated with the ωB97M-V functional and the def2-TZVPD basis.

Structure (XYZ):
```
79
Properties=species:S:1:pos:R:3
C -3.0151 0.9606 1.4765
C -2.6663 0.0077 0.1876
C -3.8950 -0.7224 -0.6164
C -5.5247 -0.6551 -0.3927
C -6.1068 0.2985 -1.6339
C -6.9040 1.6407 -1.0687
S -8.0277 2.2950 -2.4472
N -3.0770 -1.5046 -1.6560
P -3.6870 -2.6160 -2.9123
O -4.9776 -1.8414 -3.8372
Br -4.7027 -4.3193 -1.7218
C -1.5877 -1.2435 -1.5242
Br -0.3245 -2.1752 -2.7826
N -1.2784 -0.2963 -0.3846
S 0.3087 0.2392 0.1176
O 0.1856 0.6779 1.6296
O 1.2402 -1.0078 0.1377
C 0.9794 1.7183 -0.8038
F -0.0537 2.8016 -1.0256
F 2.0455 2.3548 0.0460
C 1.6263 1.4160 -2.2735
F 2.7496 2.4105 -2.4531
F 2.2346 0.0824 -2.4507
F 0.6317 1.7729 -3.3483
H -4.1875 1.0747 1.6293
H -2.4556 1.9898 1.5017
H -2.6410 0.3628 2.4384
H -5.8116 -0.1865 0.6413
H -6.0433 -1.7015 -0.5152
H -6.7849 -0.3322 -2.3868
H -5.2090 0.7226 -2.2830
H -6.1379 2.5123 -0.8012
H -7.5721 1.3269 -0.1376
H -9.2469 1.5657 -2.3245
H -5.8216 -2.0987 -3.3292
C -1.8218 -6.7322 -1.7689
C -0.5319 -6.0416 -1.3372
N -0.3469 -5.9949 0.1147
C 0.7085 -5.0721 0.5406
C 2.1364 -5.3844 0.1052
C -0.3706 -7.2828 0.8141
C 0.6281 -8.3470 0.3742
H -2.6922 -6.2914 -1.2716
H -1.9610 -6.6201 -2.8494
H -1.8017 -7.8050 -1.5521
H -0.5806 -5.0139 -1.7204
H 0.3131 -6.5266 -1.8400
H 0.6860 -4.9705 1.6343
H 0.4537 -4.0720 0.1645
H 2.5539 -6.2226 0.6647
H 2.7778 -4.5196 0.3055
H 2.2096 -5.5999 -0.9640
H -1.3776 -7.7056 0.7160
H -0.2553 -7.1157 1.8924
H 0.6649 -8.4678 -0.7121
H 0.3408 -9.3161 0.7955
H 1.6361 -8.1318 0.7356
C 6.4893 7.6863 2.6320
C 5.9543 6.6064 1.6966
N 5.0279 5.6744 2.3427
C 4.7626 4.4702 1.5513
C 4.0601 4.6487 0.2094
C 3.8542 6.2687 2.9888
C 2.9335 7.1303 2.1323
H 6.9318 7.2464 3.5319
H 7.2678 8.2662 2.1250
H 5.7053 8.3876 2.9350
H 6.8245 6.0445 1.3328
H 5.5021 7.0896 0.8223
H 4.1923 3.7528 2.1570
H 5.7234 3.9717 1.3638
H 3.0010 4.8771 0.3365
H 4.1163 3.7152 -0.3605
H 4.5201 5.4289 -0.4027
H 4.2012 6.8807 3.8299
H 3.2577 5.4785 3.4620
H 3.4803 7.8550 1.5226
H 2.2576 7.6996 2.7789
H 2.3060 6.5243 1.4750
```

Summary:
* LUMO energy: -5.531 eV
* largest force on an atom: 11.38 eV/Å
* net charge: +1

3.
Below is a structure of composition C21H41IrNO3PS3Si2Te, with properties calculated with the ωB97M-V functional and the def2-TZVPD basis.

Structure (XYZ):
```
74
Properties=species:S:1:pos:R:3
Ir 0.0081 0.3448 -1.2733
S 1.2067 -1.1322 -3.2767
C 0.2206 -3.6936 -2.5606
C 1.0359 -4.5303 -3.3265
C 0.8288 -5.8892 -3.2600
C -0.1912 -6.4236 -2.4613
C -0.9980 -5.6145 -1.6881
C -0.7712 -4.2428 -1.7327
S -1.5752 -2.9754 -0.8579
H 1.8140 -4.0992 -3.9429
H 1.4584 -6.5584 -3.8299
H -0.3405 -7.4947 -2.4470
H -1.7821 -6.0289 -1.0691
C 1.2026 3.8806 -5.0328
C 1.1162 2.9915 -3.8126
O -0.2564 2.9634 -3.3702
P -0.5921 2.5120 -1.8775
O 0.0691 3.7311 -1.0530
C 0.9523 3.5733 0.0650
C 0.3440 4.2066 1.3002
O -2.1449 2.7847 -1.8151
C -2.7499 4.0198 -2.2934
C -3.2598 3.8725 -3.7112
H 2.2249 3.8936 -5.4082
H 0.9073 4.8978 -4.7785
H 0.5430 3.5084 -5.8156
H 1.7471 3.3747 -3.0069
H 1.4287 1.9703 -4.0437
H 1.8953 4.0596 -0.1905
H 1.1498 2.5092 0.2240
H 0.1682 5.2682 1.1296
H 1.0304 4.1054 2.1414
H -0.6100 3.7356 1.5426
H -2.0196 4.8256 -2.2172
H -3.5692 4.2108 -1.6029
H -2.4352 3.6923 -4.3957
H -3.7753 4.7859 -4.0072
H -3.9620 3.0419 -3.7780
S 2.3309 0.0353 -1.4297
C 0.2230 -2.2643 -2.4463
N -0.6471 -1.7813 -1.5790
C -2.6325 -1.3583 3.2076
Si -2.3156 0.3670 2.5122
C -2.8801 0.4475 0.7095
C -3.1634 1.7182 3.5039
C -0.4191 0.6321 2.5761
Te 0.4876 -0.8327 1.3092
C 2.4659 -0.6074 2.0825
Si 2.8385 -2.1566 3.1578
C 1.6906 -2.0238 4.6510
C 4.6589 -2.1907 3.6194
C 2.3787 -3.6512 2.0931
H -3.7036 -1.5572 3.2738
H -2.2192 -1.4669 4.2124
H -2.1879 -2.1310 2.5773
H -3.9060 0.0890 0.6011
H -2.2577 -0.1870 0.0667
H -2.8466 1.4655 0.3179
H -4.2372 1.5265 3.5442
H -3.0138 2.7004 3.0535
H -2.7940 1.7555 4.5294
H -0.0375 0.4557 3.5830
H -0.0998 1.6207 2.2508
H 2.4865 0.3135 2.6647
H 3.1668 -0.5216 1.2521
H 1.9128 -1.1340 5.2438
H 1.7812 -2.8856 5.3132
H 0.6488 -1.9603 4.3257
H 4.9647 -1.2823 4.1404
H 5.2927 -2.2965 2.7378
H 4.8658 -3.0360 4.2781
H 1.2972 -3.7229 1.9680
H 2.7205 -4.5899 2.5310
H 2.8311 -3.5668 1.1012
```

Summary:
* ⟨S²⟩: 0.765
* LUMO energy (spin up / spin down): -4.333 / -4.362 eV
* largest force on an atom: 3.36 eV/Å
* spin multiplicity: 2
* net charge: +1

4.
Below is a cluster of 3 separate species, C21H41NO13P2 in total, with properties calculated with the ωB97M-V functional and the def2-TZVPD basis.

Structure (XYZ):
```
78
Properties=species:S:1:pos:R:3
C 1.0233 -6.8607 1.3384
C 1.2544 -6.0856 0.0632
O 2.3522 -5.7801 -0.3025
O 0.1476 -5.7134 -0.6591
C -0.3903 -4.4864 -0.0970
C -1.7911 -4.2737 -0.6769
C -2.9063 -4.0913 0.3709
C -2.6229 -3.4952 1.7398
O -1.7017 -2.8826 2.1838
O -3.7490 -3.7445 2.4663
C -4.4419 -4.8866 1.9653
C -3.7806 -5.3061 0.6198
N -2.9663 -6.5173 0.9036
C -3.4028 -7.5281 0.3693
O -3.7100 -8.4761 -0.2221
H -0.0273 -6.7960 1.6236
H 1.5829 -6.3493 2.1201
H 1.3413 -7.8933 1.2331
H 0.2671 -3.6924 -0.4547
H -0.3714 -4.5509 0.9892
H -1.7761 -3.4577 -1.3914
H -2.0252 -5.1823 -1.2341
H -3.5456 -3.3131 -0.0672
H -4.2149 -5.6953 2.6603
H -5.5191 -4.7390 1.9707
H -4.4965 -5.3975 -0.1940
C -4.8297 4.9090 -0.9054
C -4.4282 3.6723 -1.6879
O -3.2772 3.0318 -1.1349
P -3.4120 2.1649 0.2330
O -4.2815 1.0281 -0.1402
O -1.9342 1.4928 0.3452
C -1.7675 0.0882 0.5532
C -1.4192 -0.6138 -0.7362
O -2.9329 3.4292 1.1171
C -2.2124 3.2546 2.3493
C -0.7419 3.5575 2.0922
H -5.1862 4.6449 0.0925
H -5.6272 5.4450 -1.4214
H -3.9767 5.5753 -0.7791
H -5.2564 2.9600 -1.7457
H -4.1589 3.9502 -2.7064
H -2.6502 -0.3521 1.0154
H -0.9443 -0.0300 1.2613
H -2.1623 -0.4150 -1.5103
H -1.3549 -1.6869 -0.5647
H -0.4613 -0.2685 -1.1286
H -2.3229 2.2448 2.7460
H -2.6396 3.9437 3.0776
H -0.3034 2.8453 1.3980
H -0.1794 3.5157 3.0263
H -0.6198 4.5473 1.6497
C 7.1759 1.0143 -1.9779
C 5.8186 0.9815 -2.6538
O 4.7798 1.4919 -1.8080
P 4.6573 3.0697 -1.5601
O 4.3454 3.7506 -2.8261
O 3.2548 3.1126 -0.7368
C 2.1909 3.9911 -1.1060
C 1.1279 3.2348 -1.8738
O 5.5671 3.1687 -0.2535
C 5.3297 4.1901 0.7401
C 4.7342 3.5585 1.9755
H 7.5105 2.0411 -1.8171
H 7.9196 0.5053 -2.5918
H 7.1289 0.5315 -1.0020
H 5.8351 1.5379 -3.5946
H 5.5426 -0.0468 -2.8820
H 2.5597 4.8421 -1.6783
H 1.7670 4.3887 -0.1794
H 1.5421 2.7143 -2.7371
H 0.3422 3.9102 -2.2156
H 0.6782 2.4776 -1.2284
H 4.6906 4.9818 0.3478
H 6.2966 4.6330 0.9798
H 3.7506 3.1410 1.7685
H 4.6398 4.2984 2.7714
H 5.3652 2.7406 2.3248
```

Summary:
* SMILES: CC(=O)OCC[C@@H]1C(=O)OC[C@@H]1N=C=O.CCOP(=O)(OCC)OCC.CCOP(=O)(OCC)OCC
* LUMO energy: 0.302 eV
* largest force on an atom: 6.29 eV/Å
* net charge: 0

5.
Below is a structure of composition C21H42AsCrN4OS4Si2, with properties calculated with the ωB97M-V functional and the def2-TZVPD basis.

Structure (XYZ):
```
76
Properties=species:S:1:pos:R:3
Cr 11.9207 10.9188 9.8444
S 12.4751 12.8780 11.2328
S 11.0043 12.5037 12.7222
S 9.2316 12.1122 11.6486
S 9.6976 10.3912 10.5677
N 12.8268 9.7118 11.4630
C 13.9898 9.9997 12.2766
C 15.1647 10.4096 11.4418
C 15.2884 9.7114 10.0771
C 15.0462 10.6977 8.9409
N 13.8547 11.5419 9.0657
H 12.0316 9.6083 11.9708
H 12.9115 8.8302 10.9497
H 14.2042 9.0882 12.8824
H 13.6780 10.6610 13.0781
H 16.0772 10.2644 12.0166
H 15.0774 11.4431 11.1260
H 14.5130 8.8575 10.0289
H 16.2260 9.2204 9.9029
H 14.9741 10.1388 7.9729
H 15.9636 11.2895 8.7540
H 13.5536 11.7459 8.0838
H 14.1624 12.3890 9.4698
C 10.1595 16.7098 8.5941
N 10.0566 15.3298 7.9993
N 11.0959 14.4070 8.3612
C 10.5859 13.1269 8.3945
O 11.2804 12.0683 8.3555
C 9.1534 13.2842 8.2168
C 8.8686 14.5850 7.9708
C 7.6383 15.3309 7.7724
C 12.5085 14.7738 8.0658
C 12.9646 14.6576 6.7061
C 14.2707 14.9898 6.3271
C 15.0960 15.5255 7.3417
C 14.6731 15.6246 8.6503
C 13.3635 15.2607 9.0640
H 11.1814 17.0238 8.7885
H 9.4782 16.7262 9.4738
H 9.7920 17.4465 7.9067
H 8.4430 12.4587 8.2709
H 6.6910 14.7360 7.8054
H 7.7333 15.8792 6.7965
H 7.5149 16.1507 8.5404
H 12.2039 14.2287 5.9886
H 14.5967 14.9284 5.3014
H 16.1469 15.7624 7.0744
H 15.4045 16.0350 9.3558
H 12.9160 15.4970 10.0187
C 8.9695 9.7113 6.7214
Si 10.6616 8.9079 6.4660
C 11.8047 10.0555 5.5449
C 10.4833 7.3420 5.4347
As 11.9428 8.6833 8.4059
Si 11.0845 6.8119 9.4737
C 11.3465 6.8063 11.2886
C 12.2640 5.4781 8.8280
C 9.2438 6.5058 9.2058
H 8.5352 10.1095 5.8330
H 9.1540 10.4726 7.4843
H 8.2591 8.9531 7.0459
H 11.5417 10.4203 4.5298
H 12.7469 9.5682 5.5340
H 11.9514 10.9068 6.1096
H 10.4370 7.5772 4.3439
H 9.5187 6.8512 5.5966
H 11.2835 6.6484 5.5622
H 12.4300 6.9500 11.4451
H 11.1875 5.7239 11.5487
H 10.8891 7.4996 11.9909
H 11.9516 5.3154 7.8211
H 12.3296 4.5706 9.5290
H 13.2560 5.9958 8.7149
H 8.5201 7.2502 9.6006
H 8.9884 5.5208 9.6676
H 8.9236 6.4716 8.1590
```

Summary:
* ⟨S²⟩: 3.872
* LUMO energy (spin up / spin down): 0.209 / 0.327 eV
* largest force on an atom: 3.70 eV/Å
* spin multiplicity: 4
* net charge: 0

6.
Below is a cluster of 4 separate species, C21H42BrClFINO15PS4 in total, with properties calculated with the ωB97M-V functional and the def2-TZVPD basis.

Structure (XYZ):
```
88
Properties=species:S:1:pos:R:3
C 5.0229 1.2625 0.8078
C 5.1995 1.0659 -0.6803
O 6.0492 1.6767 -1.2546
N 4.4715 0.0567 -1.4277
C 5.2515 -1.1951 -1.4935
C 3.0809 -0.1888 -1.2524
O 2.7750 -0.4660 0.1679
S 1.4467 -1.2738 0.4549
O 1.3447 -1.3419 1.8722
O 1.4114 -2.4501 -0.3538
C 0.3544 -0.0362 -0.1860
Br -1.4731 -0.3950 0.2575
C 0.6276 0.3435 -1.6537
C 0.2606 -0.7009 -2.7298
C -1.0661 -1.4028 -2.5780
O -2.1325 -0.9468 -2.8049
F -0.9314 -2.6863 -2.1809
C 2.1060 0.8710 -1.8229
C 2.3334 2.2144 -1.0933
C 1.6451 3.5668 -1.4385
C 2.6535 4.6737 -1.7779
I 0.1066 3.6371 -2.9380
P 2.4414 1.0624 -3.7150
O 3.1231 -0.4162 -3.9690
Cl 4.0837 2.2851 -3.7282
H 5.2611 2.3032 1.0244
H 4.0433 1.0249 1.1982
H 5.7676 0.6448 1.3149
H 4.8691 -1.9432 -0.7940
H 5.2106 -1.5927 -2.5078
H 6.2924 -0.9878 -1.2552
H 2.8713 -1.1255 -1.7668
H 0.6268 0.8230 0.4242
H -0.0473 1.1816 -1.8082
H 0.1468 -0.1465 -3.6657
H 1.0421 -1.4442 -2.8739
H 3.4032 2.4150 -1.1265
H 2.1223 2.0242 -0.0370
H 1.1195 3.8881 -0.5435
H 2.8502 4.7358 -2.8464
H 2.2460 5.6390 -1.4766
H 3.5971 4.5039 -1.2582
H 3.0125 -0.6453 -4.8991
C -5.0162 0.3337 -2.5537
C -5.2274 1.4007 -3.6007
O -6.5281 1.3154 -4.2425
S -7.7802 1.8063 -3.4054
C -8.9369 1.8434 -4.7282
O -7.5280 3.1342 -2.9313
O -8.1701 0.7982 -2.4668
H -5.7041 0.4676 -1.7199
H -3.9961 0.3904 -2.1799
H -5.1818 -0.6589 -2.9701
H -5.1102 2.4048 -3.1911
H -4.5198 1.2879 -4.4193
H -8.6283 2.5990 -5.4446
H -9.8991 2.0978 -4.2894
H -8.9757 0.8572 -5.1821
C -5.0617 0.8035 5.5623
C -6.0898 -0.1688 5.0266
O -6.4570 0.0948 3.6495
S -5.4132 -0.3069 2.5246
C -6.4884 -0.1468 1.1438
O -5.0388 -1.6767 2.7074
O -4.3892 0.6915 2.4420
H -4.1038 0.6929 5.0575
H -4.9152 0.6174 6.6267
H -5.3982 1.8311 5.4264
H -5.7519 -1.2028 5.1056
H -7.0298 -0.0799 5.5669
H -7.2750 -0.8918 1.2181
H -5.8812 -0.3194 0.2582
H -6.8956 0.8604 1.1318
C 3.3948 -2.6767 3.9236
C 4.4430 -3.0293 2.8958
O 5.8025 -2.9849 3.4087
S 6.2717 -4.1732 4.3467
C 7.9931 -3.8137 4.3196
O 6.0191 -5.4144 3.6791
O 5.7735 -3.9770 5.6725
H 3.3390 -3.4190 4.7186
H 2.4291 -2.6203 3.4266
H 3.6141 -1.7120 4.3823
H 4.2687 -4.0117 2.4552
H 4.4503 -2.2978 2.0883
H 8.3660 -3.9468 3.3082
H 8.4653 -4.5187 5.0001
H 8.1406 -2.7950 4.6672
```

Summary:
* SMILES: CC(=O)N(C)[C@H]1OS(=O)(=O)[C@H](Br)[C@H](CC(=O)F)[C@]1(C[C@@H](C)I)P(O)Cl.CCOS(C)(=O)=O.CCOS(C)(=O)=O.CCOS(C)(=O)=O
* LUMO energy: -0.066 eV
* largest force on an atom: 0.91 eV/Å
* net charge: 0